1) H12O6 | ωB97M-V/def2-TZVPD

Last column: Mulliken charge in e.
Positions of all 18 atoms, in Å:
O -20.29572 10.35601 3.80971  -0.6663
H -19.75265 9.57020 3.74804  0.3341
H -19.80016 11.02761 3.34109  0.3355
O -15.10639 9.59756 3.77378  -0.9817
H -14.77804 8.71853 3.96280  0.3013
H -15.52575 9.51801 2.91701  0.5069
O -18.48330 9.29425 1.62494  -1.2172
H -18.45192 9.95011 0.92845  0.3075
H -17.56562 9.13282 1.84409  0.6089
O -15.94786 9.37853 1.35325  -1.0256
H -15.32537 10.02420 1.01882  0.4257
H -15.99914 8.71556 0.66471  0.3314
O -19.05220 11.42369 -1.14607  -0.8614
H -19.88010 11.13549 -1.53046  0.3330
H -18.41176 11.31962 -1.84980  0.3975
O -19.25510 8.05609 -0.74270  -0.8762
H -19.18343 8.20807 0.19964  0.2818
H -18.37009 7.81304 -1.01459  0.4646

Its expectation value of S² is 0.750. As for the net charge: -1. As for the lowest unoccupied orbital energy (alpha / beta): 3.60 / 3.49 eV. The calculation puts the frontier orbital gap (alpha / beta) at 0.1276 / 0.4039 Ha. As for the multiplicity: 2.

=====

2) H12O6 | ωB97M-V/def2-TZVPD

Last column: Mulliken charge in e.
Positions of all 18 atoms, in Å:
O 2.07678 -0.94732 0.34688  -0.9717
H 1.69784 -1.24329 -0.46580  0.2875
H 2.51134 -0.10393 0.11795  0.4462
O -0.01832 -0.40689 2.21464  -0.8728
H 0.93518 -0.45689 1.99344  0.3138
H -0.25941 0.46582 1.80814  0.3776
O -0.35104 1.90891 0.90512  -0.8105
H -0.07105 2.69809 1.33405  0.4061
H -0.16704 1.90976 -0.03350  0.1977
O -1.71950 -1.37746 0.43270  -1.0356
H -0.88210 -1.23923 1.00186  0.3767
H -2.02178 -2.23908 0.83689  0.4414
O 0.14471 1.57207 -1.84225  -1.0918
H -0.53978 2.20576 -1.54358  0.4906
H 0.06842 0.55154 -1.79454  0.3546
O -0.06805 -1.20161 -1.74511  -0.7856
H -0.53504 -0.76847 -2.49888  0.4092
H -0.80117 -1.32779 -1.06800  0.4667

Its expectation value of S² is 0.750. As for the net charge: -1. As for the lowest unoccupied orbital energy (alpha / beta): 3.60 / 3.48 eV. The calculation puts the frontier orbital gap (alpha / beta) at 0.1044 / 0.4030 Ha. As for the multiplicity: 2.

=====

Energies relative to the most stable structure are 1) 0.000; 2) 0.228, reported in eV.

=====

1) C3H7N3O | ωB97M-V/def2-TZVPD

Last column: Mulliken charge in e.
Positions of all 14 atoms, in Å:
H 0.03430 -1.97897 -1.01251  0.2258
N 0.87565 -1.30554 -1.22743  -0.7203
C 0.64708 -0.07794 -0.82515  0.5740
N 1.62013 0.79926 -1.11506  -0.5891
N -0.55762 0.58179 -0.37231  -0.0215
O 0.07802 1.92327 0.15413  -0.5826
C -1.28153 0.04665 0.82462  -0.0752
C -1.19387 -1.21928 1.23934  -0.6775
H 1.90184 1.32595 -0.31790  0.3101
H 2.31241 -0.04489 -0.95602  0.3382
H -0.04312 2.74472 -0.52766  0.3547
H -2.01750 0.73188 1.07684  0.4389
H -0.57824 -2.17513 0.90038  0.1869
H -1.79754 -1.35177 2.15873  0.2376

The structure (SMILES) is [H]/N=C(/N)N(O)C=C. As for the lowest unoccupied orbital energy: 0.47 eV. The calculation puts the frontier orbital gap at 0.3610 Ha.

=====

2) C3H7N3O | ωB97M-V/def2-TZVPD

Last column: Mulliken charge in e.
Positions of all 14 atoms, in Å:
C 1.27720 0.08354 0.92176  -1.3048
C -1.32128 -1.00031 -0.34679  0.5018
C 0.43857 0.20204 -0.33126  1.2088
N 0.90649 1.08619 -1.24890  -0.4604
O -1.17547 0.70258 0.27338  -0.6783
N -0.15032 -0.94906 -0.87181  -0.7079
N -2.40365 -1.53144 -0.08955  -0.6362
H -1.30518 0.73439 1.23354  0.3315
H 0.39030 1.13540 -2.11413  0.2445
H 1.30171 1.95347 -0.92245  0.2142
H -2.43988 -2.53950 -0.17390  0.2802
H 1.50188 1.06114 1.35219  0.3521
H 2.21422 -0.40922 0.65699  0.3242
H 0.76540 -0.52921 1.66093  0.3305

As for the lowest unoccupied orbital energy: 0.73 eV. The calculation puts the frontier orbital gap at 0.3484 Ha.

=====

Energies relative to the most stable structure are 1) 2.894; 2) 0.000, reported in eV.

=====

1) C3H7N3O | ωB97M-V/def2-TZVPD

Last column: Mulliken charge in e.
Positions of all 14 atoms, in Å:
C -0.23754 0.10669 1.48318  -0.2821
C -0.34842 -0.78900 0.37847  0.4122
N 1.22980 0.89486 -0.43036  -0.4726
C -0.02928 0.35857 -1.02374  -0.1605
O -1.20842 1.00040 1.73376  -0.4678
N -0.40595 -2.03847 0.26470  -0.5940
N -0.16043 -0.28312 -2.17459  -0.5774
H -1.80690 1.05117 0.96798  0.4023
H 0.44427 -0.02844 2.31033  0.3786
H 1.51261 1.81525 -0.75671  0.2008
H 2.00088 0.24482 -0.55778  0.2163
H -0.81793 -2.53767 1.05527  0.2786
H 0.56298 -0.99835 -2.26867  0.2589
H -0.73568 1.20328 -0.98186  0.4065

As for the lowest unoccupied orbital energy (alpha / beta): 0.14 / -0.60 eV. The calculation puts the frontier orbital gap (alpha / beta) at 0.3147 / 0.2518 Ha.

=====

2) C3H7N3O | ωB97M-V/def2-TZVPD

Last column: Mulliken charge in e.
Positions of all 14 atoms, in Å:
H 1.03962 -2.04451 0.51201  0.2305
N 1.76794 -1.34767 0.40446  -0.7441
C 1.36515 -0.18920 0.07538  0.4712
N 2.24751 0.74768 -0.34928  -0.4356
C -0.19465 0.52959 0.32243  0.6805
O -0.32378 1.69063 0.53339  -0.5084
C -1.05824 -0.54795 -0.13221  -0.6705
N -2.57798 -0.01265 -0.13396  -0.6628
H 3.23225 0.59033 -0.20894  0.2531
H 1.94358 1.70304 -0.42870  0.2145
H -1.07299 -1.37708 0.57528  0.3344
H -0.88064 -0.85972 -1.16078  0.3376
H -2.81880 0.35875 0.78258  0.2433
H -2.66897 0.75877 -0.79167  0.2563

The structure (SMILES) is [H]/N=C(/N)C(=O)CN. As for the lowest unoccupied orbital energy: 0.46 eV. The calculation puts the frontier orbital gap at 0.3456 Ha.

=====

Energies relative to the most stable structure are 1) 3.667; 2) 0.000, reported in eV.

=====

1) C3H7N3O | ωB97M-V/def2-TZVPD

Last column: Mulliken charge in e.
Positions of all 14 atoms, in Å:
H 3.67052 -0.52399 1.77339  0.2622
N 2.77439 -0.91526 1.50550  -0.6560
C 2.08976 -0.04340 0.89093  0.0369
N 0.83439 -0.37021 0.44882  -0.2679
C 0.04188 0.51593 -0.24646  0.6510
O 0.37326 1.61446 -0.64427  -0.6101
N -1.16843 -0.02628 -0.48026  -0.3420
C -2.28232 0.61871 -1.18183  -0.9619
H 2.35175 0.98929 0.64640  0.3346
H 0.51125 -1.31144 0.63231  0.2585
H -1.55411 -0.75059 0.10490  0.3388
H -2.00491 1.34729 -1.93607  0.2756
H -2.78931 1.24114 -0.39434  0.2760
H -1.90926 -0.47103 -1.64355  0.4043

The structure (SMILES) is [H]/N=C/NC(=O)NC. As for the lowest unoccupied orbital energy: 0.59 eV. The calculation puts the frontier orbital gap at 0.3653 Ha.

=====

2) C3H7N3O | ωB97M-V/def2-TZVPD

Last column: Mulliken charge in e.
Positions of all 14 atoms, in Å:
C -0.93272 -1.69519 0.24347  -1.1806
C -0.42122 0.80727 -0.55024  0.4438
C 0.12265 -0.61442 0.15069  0.8913
N 0.06322 1.82363 0.11624  -0.6698
O 2.31594 0.84992 0.51767  -0.6362
N 1.25301 -0.81108 0.56423  -0.4012
N -1.08758 0.69849 -1.62757  -0.7120
H 2.69604 0.76685 1.40170  0.3513
H -0.34767 2.69762 -0.19688  0.2212
H 1.43057 1.51527 0.46457  0.4751
H -1.50792 -0.19494 -1.84576  0.2232
H -1.81546 -1.28448 0.73366  0.3177
H -1.20293 -2.00236 -0.76725  0.3272
H -0.56593 -2.55658 0.79548  0.3489

As for the lowest unoccupied orbital energy (alpha / beta): -1.44 / -1.45 eV. The calculation puts the frontier orbital gap (alpha / beta) at 0.2652 / 0.2651 Ha.

=====

3) C3H7N3O | ωB97M-V/def2-TZVPD

Last column: Mulliken charge in e.
Positions of all 14 atoms, in Å:
H 1.20893 -2.69265 -0.74321  0.2244
N 1.05696 -1.78034 -1.17670  -0.7441
C 0.75632 -0.88106 -0.31026  0.0417
N 0.35441 0.37724 -0.60690  0.1980
N 0.88915 0.94110 -1.76847  -0.6430
C -0.29927 0.86079 0.91196  0.4416
C -1.58751 0.17791 1.26516  -0.8782
O 0.04212 1.93879 1.33125  -0.4495
H 0.46197 -0.99396 0.80188  0.3105
H 1.41895 0.22414 -2.26916  0.2996
H 1.42508 1.77002 -1.52947  0.2250
H -1.51647 -0.21664 2.28179  0.3158
H -2.38504 0.92449 1.21650  0.3066
H -1.82560 -0.64983 0.59563  0.3516

The structure (SMILES) is [H]/N=C/N(N)C(C)=O. As for the lowest unoccupied orbital energy: 0.08 eV. The calculation puts the frontier orbital gap at 0.2985 Ha.

=====

4) C3H7N3O | ωB97M-V/def2-TZVPD

Last column: Mulliken charge in e.
Positions of all 14 atoms, in Å:
C -0.38613 1.23511 -1.65670  -0.7734
N -0.78045 0.87798 -0.29911  -0.2244
C 0.18239 0.45696 0.55377  0.8405
O 1.37722 0.50975 0.27374  -0.6235
N -0.06609 -0.18030 1.81660  -0.5658
C 0.69059 -1.35365 1.37036  0.0154
N 0.13994 -1.88884 0.36506  -0.5753
H 0.69759 1.36516 -1.64751  0.2986
H -0.85723 2.17270 -1.96138  0.2806
H -0.63656 0.45389 -2.38936  0.2621
H -1.75760 0.80895 -0.06910  0.1986
H -1.00543 -0.51492 2.02244  0.2985
H 1.65164 -1.53148 1.86330  0.3548
H 0.75012 -2.41131 -0.24211  0.2132

As for the lowest unoccupied orbital energy: 1.04 eV. The calculation puts the frontier orbital gap at 0.3942 Ha.

=====

Energies relative to the most stable structure are 1) 1.265; 2) 2.788; 3) 1.801; 4) 0.000, reported in eV.

=====

1) C3H7N3O | ωB97M-V/def2-TZVPD

Last column: Mulliken charge in e.
Positions of all 14 atoms, in Å:
C -1.68429 -0.41994 1.16972  -0.9317
N -0.71341 0.34800 0.43282  -0.4794
C 0.39137 -0.16933 0.09159  0.6416
N 0.81930 -1.45805 0.23891  -0.3949
N 1.35910 0.65493 -0.52968  -0.3496
C 0.85255 1.66836 -1.43657  -0.0678
O 1.42548 0.53682 -1.95701  -0.3401
H -2.04596 -1.27605 0.59092  0.3420
H -1.28075 -0.79273 2.11830  0.3072
H -2.52413 0.23787 1.38814  0.2751
H 0.39156 -2.03057 0.94551  0.2321
H 1.77190 -1.66240 -0.00977  0.2470
H 1.45292 2.57282 -1.45189  0.2332
H -0.21563 1.79027 -1.59100  0.2854

The structure (SMILES) is C/N=C(\N)N1CO1. As for the lowest unoccupied orbital energy: 0.98 eV. The calculation puts the frontier orbital gap at 0.3743 Ha.

=====

2) C3H7N3O | ωB97M-V/def2-TZVPD

Last column: Mulliken charge in e.
Positions of all 14 atoms, in Å:
H 3.70078 -1.01657 -0.03711  0.2250
N 2.66974 -0.84077 -0.14518  -0.5683
C 2.28666 0.32983 0.18082  0.0076
N 0.91949 0.65482 0.04116  -0.5381
C 0.15716 -0.35263 -0.00573  0.0484
N -1.18157 -0.23970 -0.21791  0.1190
C -1.88913 0.97188 -0.01803  -0.8606
O -1.93844 -1.32441 0.27339  -0.4185
H 3.01964 1.16258 0.39287  0.3457
H 0.51666 -1.39221 0.09133  0.3639
H -2.65979 1.04084 -0.81230  0.2619
H -2.33824 1.02092 0.99661  0.2825
H -1.24049 1.81439 -0.21137  0.3767
H -2.02247 -1.82897 -0.52855  0.3547

The structure (SMILES) is [H]/N=C/N=C/N(C)O. As for the lowest unoccupied orbital energy: 0.83 eV. The calculation puts the frontier orbital gap at 0.3593 Ha.

=====

Energies relative to the most stable structure are 1) 0.331; 2) 0.000, reported in eV.

=====

1) C3H7N3O | ωB97M-V/def2-TZVPD

Last column: Mulliken charge in e.
Positions of all 14 atoms, in Å:
C -1.10658 -0.38161 0.32449  -1.6014
C 0.77521 -1.04595 -0.16449  0.6609
C 0.31604 1.01312 -0.54626  0.5319
N 1.24699 -1.28412 1.14127  -0.5023
N -0.49688 2.01139 -0.91308  -0.4357
N 1.41952 0.53796 -0.61053  -0.4513
O 0.72087 -1.81990 -1.06975  -0.5307
H 2.23344 -1.52331 1.07779  0.2604
H 1.13525 -0.48085 1.74567  0.2660
H -0.54666 2.20050 -1.90469  0.2458
H -1.35866 2.13597 -0.40614  0.2751
H -1.75594 -0.36747 -0.54829  0.4010
H -1.40050 0.36263 1.07144  0.4198
H -1.18209 -1.35836 0.80257  0.4605

As for the lowest unoccupied orbital energy: 0.40 eV. The calculation puts the frontier orbital gap at 0.3239 Ha.

=====

2) C3H7N3O | ωB97M-V/def2-TZVPD

Last column: Mulliken charge in e.
Positions of all 14 atoms, in Å:
C -1.03316 1.37574 0.33245  -0.8592
N -0.47633 0.04803 0.06066  -0.1537
C -0.25489 -0.30818 -1.40488  0.2860
O -1.07638 -0.20083 -2.27924  -0.5707
N 1.00450 -0.64896 -1.23010  -0.2353
C 1.07701 -0.31301 0.40229  0.2342
N 1.17523 -1.26279 1.27351  -0.8707
H -0.38606 2.12534 -0.12794  0.3200
H -1.08399 1.54395 1.41058  0.3488
H -2.02785 1.45424 -0.11256  0.3219
H -0.97750 -0.69791 0.55252  0.3602
H 1.59682 -1.06648 -1.93363  0.2037
H 1.62426 0.63994 0.43160  0.4029
H 1.98842 -1.15765 1.87136  0.2118

As for the lowest unoccupied orbital energy: 0.78 eV. The calculation puts the frontier orbital gap at 0.3355 Ha.

=====

3) C3H7N3O | ωB97M-V/def2-TZVPD

Last column: Mulliken charge in e.
Positions of all 14 atoms, in Å:
N -0.41940 -2.37541 1.46215  -0.5405
C -0.81821 -1.32443 1.04145  0.4318
C -1.29837 -0.15431 0.80532  0.2727
O -2.34348 0.41190 0.61219  -0.5202
H -0.92808 -2.72124 2.28428  0.2488
C 1.50052 -0.14800 -0.44111  -0.6713
N 0.28403 1.00162 -0.15069  -0.2319
N -0.34385 1.26127 -1.42461  -0.5858
H 1.47950 -0.54574 -1.45220  0.2628
H 1.47798 -0.98062 0.25436  0.2881
H 2.38848 0.44143 -0.22045  0.2892
H 0.70299 1.87738 0.18343  0.2742
H -0.35382 2.26737 -1.59572  0.2283
H -1.32830 0.98878 -1.35842  0.2538

The structure (SMILES) is N=C=C=O.CNN. As for the lowest unoccupied orbital energy (alpha / beta): -0.11 / -0.17 eV. The calculation puts the frontier orbital gap (alpha / beta) at 0.2585 / 0.2577 Ha.

=====

4) C3H7N3O | ωB97M-V/def2-TZVPD

Last column: Mulliken charge in e.
Positions of all 14 atoms, in Å:
C 0.56536 1.85603 -0.83759  -1.0219
C 0.82403 0.61807 -0.44501  0.6605
N 2.01095 0.04760 -0.11319  -0.5028
N -0.30579 -0.63212 -0.62506  -0.4513
C -0.78183 -0.75277 0.62469  0.5855
N -2.00683 -1.32539 0.84179  -0.4165
O -0.21577 -0.06509 1.49497  -0.6147
H -0.44723 2.22137 -0.94833  0.2663
H 1.35656 2.44386 -1.27510  0.2792
H 1.90546 -0.86546 0.30836  0.2672
H 2.65416 0.64242 0.38837  0.2372
H -0.94389 -0.71625 -1.40663  0.2499
H -2.25813 -1.47157 1.80431  0.2482
H -2.35703 -2.00070 0.18841  0.2131

The structure (SMILES) is C=C(N)NC(N)=O. As for the lowest unoccupied orbital energy: 0.77 eV. The calculation puts the frontier orbital gap at 0.3247 Ha.

=====

Energies relative to the most stable structure are 1) 2.884; 2) 0.857; 3) 4.759; 4) 0.000, reported in eV.